The following is a quantum chemistry calculation of a structure of composition C50H50BNO3P3Sr at a distorted geometry, from the Open Molecules 2025 dataset.

As for the charge: +1. For the total energy, the calculation gives -3295.1470 Eh. The energy above the lowest of the compared OMol25 structures with the same formula, charge and spin is 381.0 kJ/mol.

```
109
Properties=species:S:1:pos:R:3:forces:R:3
Sr -0.281 -1.321 -0.164 -8.4148 0.7198 0.3162
O -2.458 -1.818 2.807 -0.0332 -0.1422 0.0025
N -2.159 -0.490 2.654 -0.0960 0.0540 -0.1203
C -1.692 0.074 3.687 -0.0168 0.4000 0.0513
C -1.327 1.514 3.646 0.0559 -0.2871 -0.1406
C -1.227 2.171 4.869 0.0067 0.0062 0.0710
C -0.911 3.517 4.935 0.0155 -0.0126 0.0316
C -0.689 4.228 3.766 0.0348 0.0103 -0.0251
C -0.795 3.590 2.538 0.0261 0.0174 0.0464
C -1.098 2.235 2.454 -0.0750 -0.3870 0.1502
P -1.374 1.411 0.837 0.2531 0.9048 -0.8795
C -0.367 2.367 -0.406 -0.0901 -0.1624 0.1851
C -0.793 2.242 -1.735 0.2596 -0.2276 0.0967
C -0.051 2.782 -2.776 0.0223 -0.1681 -0.0380
C 1.150 3.426 -2.512 0.0581 0.0610 0.0620
C 1.601 3.530 -1.203 0.0209 -0.0505 -0.0545
C 0.851 2.999 -0.161 -0.1304 0.0798 0.0413
C -3.036 2.131 0.465 -0.0563 -0.1320 0.2514
C -4.164 1.505 0.993 0.1135 0.0324 -0.1103
C -5.410 2.105 0.887 -0.0357 -0.0219 0.0390
C -5.556 3.300 0.204 0.0284 0.0630 -0.0209
C -4.440 3.922 -0.340 -0.0394 -0.0078 0.0642
C -3.184 3.358 -0.183 -0.0195 0.0258 0.0628
H -2.840 -2.059 1.933 0.0442 -0.0171 0.0332
H -1.588 -0.466 4.626 -0.0292 -0.0034 0.0238
H -1.423 1.618 5.782 0.0300 0.0035 -0.0171
H -0.850 4.013 5.895 0.0103 -0.0085 -0.0061
H -0.437 5.279 3.806 -0.0434 0.0018 -0.0045
H -0.649 4.162 1.632 -0.0319 0.0060 0.0046
H -1.694 1.675 -1.946 -0.1457 0.1607 -0.0763
H -0.397 2.677 -3.798 -0.0269 0.0247 0.0298
H 1.739 3.838 -3.322 -0.0227 0.0100 0.0075
H 2.550 4.008 -0.996 -0.0174 0.0117 0.0142
H 1.227 3.066 0.853 0.0038 0.0395 -0.0170
H -4.054 0.548 1.480 -0.0514 -0.0384 0.0668
H -6.274 1.636 1.339 0.0122 -0.0649 -0.0598
H -6.535 3.750 0.097 0.0160 0.0059 0.0200
H -4.544 4.862 -0.867 0.0151 -0.0004 0.0099
H -2.324 3.892 -0.563 -0.0121 -0.0248 -0.0327
C 3.902 -0.566 0.481 -0.5571 0.5037 -0.9727
P 2.122 -0.116 0.220 1.0104 -1.2957 0.9140
C 1.787 -1.458 -1.108 1.7173 0.2618 -1.2607
C 1.992 -2.842 -0.967 0.7393 0.8865 -1.4702
C 1.524 -3.705 -1.973 0.0712 0.2835 0.1980
C 0.812 -3.213 -3.056 -0.1055 0.1076 0.0177
C 0.570 -1.834 -3.193 0.2424 -0.1488 0.1337
C 1.044 -0.967 -2.233 1.9878 -0.0319 -0.2819
C 1.335 -1.042 1.734 1.0957 -0.5920 0.0625
C 1.469 -0.441 2.976 0.0484 -0.0457 -0.0754
C 1.231 -1.178 4.134 0.0248 -0.0423 -0.0388
C 0.834 -2.505 4.062 -0.0360 0.0661 0.0488
C 0.654 -3.121 2.827 0.1283 0.0877 -0.0589
C 0.922 -2.398 1.681 0.8676 0.2455 0.6332
P 4.371 0.096 -1.244 0.8543 0.1457 0.4263
C 5.230 1.651 -0.764 -0.1717 -0.0273 -0.1101
C 6.276 2.126 -1.554 0.0105 0.0108 0.0291
C 6.886 3.338 -1.263 -0.0173 -0.0444 -0.0279
C 6.447 4.102 -0.191 -0.0430 0.0234 0.0156
C 5.374 3.662 0.572 -0.0147 -0.0327 -0.0511
C 4.767 2.447 0.283 0.0625 -0.0015 0.0008
C 5.768 -0.975 -1.722 -0.0643 -0.1115 0.1178
C 6.938 -1.063 -0.964 -0.0211 -0.0226 -0.0897
C 7.979 -1.873 -1.386 -0.0224 0.0040 0.0124
C 7.859 -2.607 -2.563 -0.0051 -0.0286 0.0531
C 6.690 -2.550 -3.303 -0.0579 0.0243 0.0153
C 5.642 -1.739 -2.879 0.0807 0.0465 -0.0247
H 4.006 -1.644 0.559 0.1855 -0.0419 -0.0049
H 4.392 -0.055 1.305 -0.0527 0.0516 0.0360
H 2.639 -3.230 -0.194 -0.1105 -0.0386 0.1348
H 1.758 -4.759 -1.893 -0.1215 -0.0214 -0.0818
H 0.479 -3.893 -3.830 -0.0653 0.0042 0.0570
H 0.054 -1.438 -4.058 -0.0686 -0.1180 -0.0074
H 0.975 0.123 -2.327 -0.2740 -0.3256 -0.0716
H 1.779 0.596 3.045 0.0110 -0.0004 0.0456
H 1.377 -0.712 5.100 -0.0614 0.0208 -0.0076
H 0.660 -3.069 4.969 -0.0198 0.0286 -0.0058
H 0.346 -4.155 2.763 -0.0613 0.0139 0.0111
H 0.903 -2.863 0.679 0.1354 -0.7289 1.5829
H 6.625 1.540 -2.396 0.0367 -0.0011 0.0187
H 7.705 3.686 -1.879 0.0054 -0.0130 0.0193
H 6.933 5.039 0.044 -0.0235 0.0046 -0.0204
H 5.001 4.269 1.387 0.0356 -0.0234 0.0220
H 3.920 2.134 0.883 -0.0104 -0.0103 0.0220
H 7.036 -0.483 -0.054 0.0269 0.0213 -0.0123
H 8.888 -1.931 -0.801 -0.0047 0.0005 -0.0122
H 8.679 -3.229 -2.895 -0.0069 0.0065 0.0008
H 6.594 -3.127 -4.214 -0.0050 0.0069 0.0099
H 4.726 -1.684 -3.457 0.0100 0.0185 -0.0358
C -5.122 -4.267 -1.716 -0.0649 -0.0473 0.1062
C -5.380 -3.188 -0.668 0.2025 0.0539 -0.1176
C -6.481 -3.620 0.280 -0.0781 -0.0416 -0.0472
O -4.143 -3.074 0.082 0.1827 0.3295 -0.0573
B -3.399 -1.991 -0.410 0.4980 0.1642 -0.0001
O -4.211 -1.208 -1.239 0.2520 -0.4817 0.1570
C -5.556 -1.763 -1.286 0.2356 -0.0364 0.0155
C -6.440 -0.850 -0.455 -0.0448 0.0086 -0.0208
C -5.996 -1.755 -2.741 -0.0671 0.0590 0.0634
H -4.914 -5.206 -1.201 0.0060 0.0166 -0.0231
H -4.244 -4.010 -2.309 -0.0684 0.0073 -0.0821
H -5.981 -4.417 -2.373 0.0376 -0.0067 -0.0007
H -6.251 -4.612 0.670 -0.0087 0.0182 -0.0030
H -7.440 -3.672 -0.242 0.0141 -0.0017 0.0372
H -6.574 -2.937 1.122 -0.0159 -0.0109 -0.0218
H -6.093 -0.820 0.580 -0.0485 -0.0082 -0.0110
H -7.482 -1.175 -0.475 0.0234 0.0226 0.0213
H -6.377 0.159 -0.863 -0.0181 -0.0170 0.0160
H -5.239 -2.213 -3.374 -0.0581 -0.0492 -0.0023
H -6.127 -0.722 -3.068 -0.0258 -0.0367 -0.0015
H -6.944 -2.284 -2.869 0.0217 0.0488 -0.0235
```
Forces are in eV/Å.

Results of the Löwdin charge analysis, in e, for atoms 1 through 8:
1 Sr 1.2563
2 O -0.0474
3 N -0.0629
4 C -0.1169
5 C -0.2065
6 C -0.0376
7 C -0.0641
8 C -0.0607